Entry 1:
ORCA calculation (ωB97M-V/def2-TZVPD) on a cluster of 2 separate species, C7H12Si in total.

Summary:
charge	0
E_HOMO (alpha / beta)	-8.9632 / -7.4399	eV
relative energy (zero: lowest compared OMol25 entry of this formula, charge and spin)	586.1	kJ/mol
orbital gap (alpha / beta)	8.50 / 7.46	eV

Geometry as XYZ:
```
20
Properties=species:S:1:pos:R:3:nbo_charge:R:1
C -0.51 2.78 -1.45 -0.198
C -0.49 1.81 -0.74 -0.505
C 0.55 1.80 2.60 -0.339
C 1.04 0.91 1.76 -0.614
C -1.54 -2.23 -0.28 -0.596
C 2.15 -0.96 -2.13 -0.573
C -1.47 -0.91 0.46 -0.835
Si 0.06 0.28 0.20 1.272
H -0.78 3.74 -1.72 0.222
H 0.98 2.25 3.60 0.207
H -0.34 2.25 2.28 0.182
H 1.88 0.34 1.98 0.205
H -2.49 -2.65 -0.09 0.206
H -1.42 -1.90 -1.39 0.208
H -0.77 -2.86 0.14 0.207
H 2.52 -1.93 -1.92 0.170
H 1.65 -0.97 -3.09 0.164
H 2.76 -0.11 -2.17 0.169
H -1.36 -1.18 1.51 0.217
H -2.43 -0.46 0.44 0.233
```

---

Entry 2:
ORCA calculation (ωB97M-V/def2-TZVPD) on a cluster of 2 separate species, C33H44FN4 in total.

Summary:
charge	+1
E_HOMO	-7.9387	eV
orbital gap	2.79	eV

Geometry as XYZ:
```
82
Properties=species:S:1:pos:R:3:lowdin_charge:R:1
C 3.81 -0.76 3.14 -0.056
C 2.87 -1.67 2.36 -0.372
C 2.83 -3.07 2.98 -0.057
C 3.26 -1.72 0.90 -0.128
C 4.50 -2.22 0.53 -0.027
C 4.88 -2.26 -0.79 -0.050
C 4.02 -1.81 -1.77 -0.029
C 2.76 -1.33 -1.45 -0.126
C 1.82 -0.85 -2.54 -0.366
C 1.91 -1.69 -3.81 -0.070
C 2.06 0.63 -2.86 -0.061
C 2.38 -1.27 -0.10 -0.080
N 1.07 -0.79 0.27 -0.025
N 0.00 -1.58 0.34 0.172
N -0.99 -0.80 0.71 -0.046
C -2.34 -1.28 0.93 -0.069
C -2.73 -1.71 2.21 -0.127
C -1.77 -1.68 3.37 -0.372
C -1.51 -3.09 3.91 -0.054
C -2.27 -0.77 4.49 -0.053
C -4.02 -2.17 2.39 -0.024
C -4.92 -2.22 1.34 -0.044
C -4.52 -1.80 0.09 -0.028
C -3.24 -1.33 -0.14 -0.132
C -2.83 -0.88 -1.52 -0.375
C -3.68 0.30 -2.00 -0.060
C -2.91 -2.03 -2.53 -0.054
C -0.60 0.55 0.89 -0.187
C -1.48 1.67 1.27 0.002
C 0.76 0.56 0.61 -0.281
C 1.64 1.61 0.68 -0.030
H 3.84 0.25 2.73 0.075
H 3.51 -0.69 4.19 0.081
H 4.82 -1.15 3.12 0.076
H 1.85 -1.25 2.40 0.120
H 2.15 -3.74 2.44 0.083
H 3.82 -3.53 2.95 0.076
H 2.52 -3.03 4.02 0.078
H 5.17 -2.57 1.29 0.114
H 5.85 -2.65 -1.06 0.110
H 4.33 -1.85 -2.80 0.107
H 0.80 -0.96 -2.13 0.120
H 1.80 -2.76 -3.60 0.089
H 1.14 -1.40 -4.53 0.077
H 2.87 -1.55 -4.30 0.071
H 1.92 1.26 -1.98 0.043
H 3.09 0.77 -3.20 0.085
H 1.40 0.97 -3.64 0.072
H -0.81 -1.28 3.00 0.122
H -1.13 -3.76 3.14 0.085
H -0.79 -3.07 4.73 0.081
H -2.43 -3.52 4.30 0.077
H -2.46 0.24 4.14 0.068
H -3.21 -1.15 4.90 0.079
H -1.56 -0.72 5.32 0.084
H -4.33 -2.51 3.36 0.115
H -5.92 -2.59 1.50 0.111
H -5.22 -1.85 -0.74 0.113
H -1.78 -0.55 -1.46 0.119
H -3.63 1.14 -1.30 0.063
H -3.35 0.65 -2.98 0.076
H -4.72 0.01 -2.08 0.079
H -2.30 -2.88 -2.22 0.088
H -3.94 -2.38 -2.62 0.077
H -2.58 -1.71 -3.52 0.079
H -0.93 2.61 1.29 0.074
H -2.29 1.78 0.55 0.067
H -1.91 1.50 2.25 0.074
H 1.31 2.59 0.95 0.001
H 2.68 1.48 0.45 0.027
F 0.90 4.13 -1.42 0.126
N 0.39 5.24 -1.97 -0.011
C -0.87 5.20 -2.55 0.067
C -1.30 6.24 -3.32 -0.003
C -0.48 7.34 -3.51 0.021
C 0.78 7.40 -2.90 -0.002
C 1.20 6.36 -2.13 0.069
H -1.49 4.34 -2.37 0.150
H -2.27 6.21 -3.78 0.134
H -0.81 8.16 -4.13 0.132
H 1.40 8.27 -3.03 0.135
H 2.14 6.39 -1.61 0.153
```

---

Entry 3:
ORCA calculation (ωB97M-V/def2-TZVPD) on a structure of composition C5H11IN.

Summary:
charge	+1
E_HOMO (alpha / beta)	-13.3559 / -12.3098	eV
relative energy (zero: lowest compared OMol25 entry of this formula, charge and spin)	520.5	kJ/mol
orbital gap (alpha / beta)	8.34 / 5.81	eV

Geometry as XYZ:
```
18
Properties=species:S:1:pos:R:3:nbo_charge:R:1
C 3.15 2.31 0.36 -0.431
C 2.42 1.19 0.35 -0.160
C -1.37 0.12 -1.87 -0.613
C -0.63 -1.20 1.80 -0.439
C -1.32 -0.94 -0.78 -0.213
N -0.73 -0.50 0.52 -0.479
I 1.91 -0.63 -0.23 0.678
H 2.93 2.97 1.12 0.258
H 3.85 2.42 -0.39 0.252
H -2.20 0.72 -1.78 0.227
H -0.53 0.67 -1.69 0.200
H -1.38 -0.35 -2.81 0.244
H -0.47 -2.30 1.65 0.225
H 0.03 -0.76 2.54 0.234
H -1.55 -1.21 2.25 0.218
H -0.82 -1.76 -1.09 0.194
H -2.41 -1.23 -0.48 0.216
H -0.88 0.49 0.55 0.390
```

---

Entry 4:
ORCA calculation (ωB97M-V/def2-TZVPD) on a structure of composition C54H47CeN3O3P2S3.

Summary:
charge	-2
E_HOMO (alpha / beta)	-1.6417 / -1.6412	eV
relative energy (zero: lowest compared OMol25 entry of this formula, charge and spin)	0.0	kJ/mol
orbital gap (alpha / beta)	5.18 / 5.18	eV

Geometry as XYZ:
```
113
Properties=species:S:1:pos:R:3:lowdin_charge:R:1
Ce 16.14 13.69 9.62 0.325
S 17.10 14.04 12.04 0.333
P 18.97 14.54 11.21 0.536
C 18.62 14.46 9.51 -0.593
P 19.09 14.01 7.90 0.457
S 17.37 13.56 6.80 0.275
C 20.03 12.54 7.71 -0.367
C 20.84 12.43 6.57 -0.104
C 21.61 11.26 6.39 -0.093
C 21.49 10.24 7.34 -0.102
C 20.57 10.35 8.43 -0.078
C 19.83 11.51 8.63 -0.072
C 19.75 15.39 7.03 -0.367
C 18.91 16.51 6.89 -0.082
C 19.34 17.71 6.32 -0.093
C 20.65 17.78 5.95 -0.134
C 21.48 16.65 5.97 -0.099
C 21.08 15.48 6.64 -0.106
C 20.34 13.50 11.66 -0.350
C 21.66 13.89 11.37 -0.068
C 22.69 13.00 11.69 -0.111
C 22.46 11.78 12.28 -0.111
C 21.13 11.44 12.52 -0.105
C 20.09 12.34 12.41 -0.092
C 19.38 16.22 11.86 -0.301
C 20.01 16.32 13.12 -0.100
C 20.29 17.55 13.71 -0.103
C 20.07 18.73 12.99 -0.100
C 19.53 18.64 11.71 -0.090
C 19.11 17.42 11.17 -0.055
H 20.83 13.22 5.82 0.094
H 22.24 11.17 5.53 0.082
H 22.04 9.34 7.21 0.072
H 20.46 9.49 9.11 0.101
H 19.12 11.66 9.45 0.087
H 17.90 16.39 7.32 0.078
H 18.66 18.57 6.18 0.099
H 21.08 18.78 5.67 0.102
H 22.49 16.75 5.59 0.081
H 21.79 14.66 6.84 0.100
H 21.90 14.87 10.91 0.124
H 23.69 13.30 11.45 0.088
H 23.24 11.05 12.44 0.093
H 20.95 10.42 12.88 0.106
H 19.12 12.05 12.77 0.075
H 20.17 15.39 13.69 0.110
H 20.60 17.53 14.72 0.078
H 20.41 19.68 13.38 0.082
H 19.46 19.50 11.04 0.093
H 18.48 17.47 10.31 0.086
O 12.65 15.65 11.85 0.073
C 12.61 14.97 10.88 -0.564
N 11.38 14.77 10.11 0.128
C 11.52 13.59 9.28 -0.281
C 13.10 13.54 9.25 -0.404
O 13.84 13.05 8.35 -0.056
N 13.61 14.26 10.27 0.092
C 11.09 12.33 10.09 -0.127
C 11.09 11.07 9.43 -0.022
C 10.76 9.90 10.13 -0.078
C 10.54 9.94 11.52 -0.098
C 10.76 11.15 12.16 -0.101
C 11.13 12.31 11.49 -0.020
C 10.89 13.63 7.92 -0.145
C 9.52 13.38 7.82 -0.053
C 8.77 13.62 6.69 -0.109
C 9.40 13.94 5.50 -0.105
C 10.77 14.18 5.56 -0.081
C 11.52 14.03 6.74 0.007
H 10.57 14.86 10.71 0.129
H 11.26 11.06 8.38 0.114
H 10.76 8.97 9.60 0.086
H 10.31 9.05 12.11 0.096
H 10.79 11.22 13.25 0.101
H 11.32 13.24 12.02 0.110
H 9.02 12.93 8.70 0.123
H 7.72 13.44 6.83 0.091
H 8.85 14.02 4.57 0.091
H 11.30 14.52 4.67 0.102
H 12.59 14.25 6.72 0.121
C 18.80 23.78 9.06 -0.049
C 17.32 23.97 9.34 -0.707
O 16.89 24.44 10.36 -0.013
S 15.95 23.41 8.26 0.930
C 16.02 21.68 8.60 -0.570
C 15.97 20.77 7.50 -0.123
C 15.91 19.41 7.70 -0.061
C 15.94 18.88 9.00 -0.258
C 16.08 19.76 10.09 -0.034
C 16.05 21.15 9.90 -0.092
C 15.85 17.43 9.19 -0.139
C 15.79 16.19 9.30 -0.096
H 19.13 22.94 9.68 0.086
H 19.37 24.60 9.51 0.074
H 19.07 23.63 7.98 0.089
H 15.98 21.17 6.47 0.099
H 15.97 18.66 6.86 0.129
H 16.10 19.36 11.11 0.124
H 16.23 21.85 10.71 0.093
C 17.02 10.13 11.60 -0.074
C 16.26 10.36 10.25 -0.715
C 16.87 9.30 9.27 -0.064
C 14.76 10.17 10.51 -0.069
N 16.49 11.66 9.71 -0.220
H 16.85 9.18 12.07 0.051
H 16.72 10.92 12.29 0.047
H 18.12 10.21 11.41 0.067
H 16.45 8.32 9.50 0.053
H 17.96 9.22 9.22 0.043
H 16.50 9.51 8.26 0.078
H 14.50 9.19 10.91 0.065
H 14.18 10.35 9.61 0.066
H 14.38 10.93 11.23 0.087
```

---

Entry 5:
ORCA calculation (ωB97M-V/def2-TZVPD) on a cluster of 2 separate species, C5H12NO2 in total.

Summary:
charge	0
E_HOMO (alpha / beta)	-9.4221 / -9.0863	eV
relative energy (zero: lowest compared OMol25 entry of this formula, charge and spin)	560.7	kJ/mol
2S+1	2
orbital gap (alpha / beta)	9.12 / 6.73	eV

Geometry as XYZ:
```
20
Properties=species:S:1:pos:R:3:nbo_charge:R:1
C 1.03 0.51 -0.10 -0.400
C 1.12 -0.95 0.30 -0.637
O 3.79 -0.08 1.05 -0.420
C 0.28 0.83 -1.46 -0.284
N -1.14 1.01 -1.39 -0.218
C -1.85 -0.10 -0.83 -0.326
C -2.09 0.05 0.70 -0.139
O -2.25 -1.10 1.36 -0.281
H 2.03 0.91 -0.29 0.210
H 0.53 1.15 0.62 0.201
H 0.30 -1.23 0.97 0.208
H 2.00 -1.15 0.89 0.239
H 1.05 -1.66 -0.53 0.204
H 0.73 1.77 -1.80 0.195
H 0.57 0.01 -2.12 0.197
H 4.47 0.61 1.23 0.417
H -1.38 -1.07 -1.02 0.189
H -2.84 -0.22 -1.28 0.205
H -1.39 0.73 1.20 0.192
H -3.01 0.67 0.80 0.247
```

---

Entry 6:
ORCA calculation (ωB97M-V/def2-TZVPD) on a structure of composition C5H6OS2.

Summary:
charge	0
E_HOMO	-8.8409	eV
relative energy (zero: lowest compared OMol25 entry of this formula, charge and spin)	512.5	kJ/mol
orbital gap	8.06	eV

Geometry as XYZ:
```
14
Properties=species:S:1:pos:R:3:nbo_charge:R:1
C 1.23 0.78 -0.14 -0.293
C -0.23 0.74 0.48 0.067
C -0.69 -0.24 1.41 -0.513
C -1.03 -0.30 -1.37 -0.549
C -1.43 0.91 -0.40 0.053
H 1.44 1.61 -0.87 0.225
H -1.69 -0.28 1.85 0.266
H 0.15 -0.69 2.03 0.242
H 0.03 -0.13 -1.81 0.243
H -1.86 -0.56 -2.05 0.242
H -2.38 0.92 0.03 0.194
O -0.76 2.06 0.16 -0.438
S 2.43 -0.31 -0.06 0.096
S -0.98 -1.48 0.03 0.163
```

---

We obtain F_max values of 3.3 3.3 5.2 4.9 1.4 4.6 eV Å⁻¹ for the records listed above, in that order.
We obtain electronic energy values of -563.16238 -1602.36487 -549.10422 -4828.33718 -402.68293 -1065.53354 a.u. for the records listed above, in that order.